The following is a quantum chemistry calculation of 3 unconnected molecules or ions with the total composition C14H33N2O9P at a distorted geometry, from the Open Molecules 2025 dataset.

HOMO energy: -9.26 eV
HOMO-LUMO gap: 9.69 eV
SMILES: N#COP(N)COO.COCCOCCOC.COCCOCCOC

Geometry as XYZ:
```
59
C14H33N2O9P ωB97M-V with the def2-TZVPD basis set
N 2.27 5.34 3.80
C 2.48 4.52 3.05
O 2.87 3.61 2.20
P 2.48 2.00 2.67
N 3.27 1.66 4.17
C 0.65 1.84 3.09
O -0.15 2.92 2.62
O -0.64 3.67 3.70
H 2.83 2.25 4.88
H 4.26 1.85 4.09
H 0.49 1.62 4.16
H 0.31 0.94 2.55
H -1.17 3.08 4.25
C -1.60 0.34 0.09
O -2.57 -0.32 0.88
C -3.83 0.34 0.83
C -4.94 -0.60 1.28
O -5.36 -1.50 0.26
C -4.48 -2.58 -0.04
C -4.49 -3.67 1.02
O -3.67 -3.30 2.12
C -3.94 -4.07 3.26
H -1.46 1.37 0.43
H -0.67 -0.21 0.18
H -1.90 0.33 -0.97
H -4.04 0.69 -0.19
H -3.79 1.20 1.51
H -5.82 0.00 1.51
H -4.66 -1.14 2.19
H -3.47 -2.22 -0.24
H -4.86 -3.01 -0.96
H -4.09 -4.60 0.59
H -5.52 -3.83 1.36
H -4.97 -3.91 3.60
H -3.26 -3.75 4.06
H -3.78 -5.14 3.07
C 2.38 2.93 -1.60
O 2.20 1.68 -2.23
C 1.73 1.82 -3.56
C 1.99 0.55 -4.35
O 3.32 0.46 -4.83
C 4.32 0.13 -3.87
C 4.29 -1.32 -3.44
O 3.29 -1.54 -2.46
C 2.96 -2.90 -2.32
H 1.43 3.48 -1.55
H 2.73 2.75 -0.58
H 3.13 3.53 -2.13
H 2.22 2.67 -4.05
H 0.64 2.01 -3.51
H 1.36 0.58 -5.24
H 1.71 -0.34 -3.78
H 4.27 0.80 -3.01
H 5.27 0.31 -4.37
H 5.26 -1.59 -3.00
H 4.11 -1.96 -4.32
H 2.55 -3.30 -3.26
H 2.20 -2.99 -1.55
H 3.84 -3.48 -2.02
```

The following is a quantum chemistry calculation of a molecular structure, C30H34BFN10RuS at a distorted geometry, from the Open Molecules 2025 dataset.

HOMO energy (spin up / spin down): -9.79 / -11.34 eV
2S+1: 6
<S²>: 8.76
HOMO-LUMO gap (spin up / spin down): 5.69 / 6.63 eV
net charge: +1

Geometry as XYZ:
```
78
C30H34BFN10RuS ωB97M-V with the def2-TZVPD basis set
Ru 0.05 0.75 0.02
C -0.04 -3.01 -1.43
C 0.08 -3.23 0.07
C 0.16 -4.73 0.39
C 1.25 -2.49 0.64
C 2.27 -2.96 1.48
C 3.10 -1.88 1.68
N 2.60 -0.83 1.01
N 1.47 -1.20 0.36
B 3.21 0.56 0.79
N 3.11 0.90 -0.69
C 4.08 1.21 -1.56
C 3.53 1.31 -2.82
C 2.17 1.05 -2.64
N 1.93 0.80 -1.35
C 1.10 0.93 -3.69
C 0.71 2.29 -4.26
C 1.55 -0.03 -4.79
N 2.40 1.63 1.60
C 2.82 2.47 2.54
C 1.79 3.32 2.90
C 0.72 2.97 2.10
N 1.09 1.92 1.33
C -0.58 3.72 2.00
C -0.46 4.81 0.93
C -1.84 2.88 1.79
H -0.94 -3.48 -1.82
H -0.08 -1.95 -1.70
H 0.82 -3.44 -1.95
H -0.83 -2.85 0.55
H 1.06 -5.16 -0.05
H 0.17 -4.92 1.46
H -0.70 -5.25 -0.03
H 2.41 -3.96 1.84
H 4.03 -1.79 2.21
H 4.34 0.60 1.18
H 5.10 1.31 -1.22
H 4.05 1.51 -3.74
H 0.24 0.48 -3.20
H 1.56 2.74 -4.77
H -0.09 2.19 -4.98
H 0.39 2.98 -3.47
H 2.42 0.37 -5.32
H 1.81 -1.01 -4.39
H 0.75 -0.16 -5.53
H 3.84 2.41 2.89
H 1.82 4.12 3.62
H -0.69 4.22 2.97
H -0.32 4.37 -0.06
H -1.37 5.41 0.91
H 0.37 5.47 1.13
H -1.88 2.45 0.78
H -1.94 2.08 2.53
H -2.71 3.53 1.87
S -5.81 -3.58 1.86
N -4.60 -3.05 2.77
C -3.83 -2.30 2.00
C -2.60 -1.64 2.42
C -2.04 -1.72 3.67
C -0.79 -1.10 3.91
C -0.17 -0.44 2.88
N -0.71 -0.34 1.66
C -1.93 -0.90 1.41
C -2.41 -0.78 0.11
N -1.69 0.04 -0.74
C -2.18 0.29 -1.99
C -3.31 -0.30 -2.46
C -4.04 -1.19 -1.62
C -3.60 -1.41 -0.34
C -4.30 -2.21 0.66
N -5.41 -2.90 0.46
H -2.54 -2.28 4.45
H -0.30 -1.18 4.87
H 0.81 0.00 3.00
H -1.63 1.01 -2.58
H -3.67 -0.06 -3.45
H -4.95 -1.65 -1.96
F -0.25 2.22 -1.16
```

The following is a quantum chemistry calculation of a molecular structure, C5H9N3 at a distorted geometry, from the Open Molecules 2025 dataset.

HOMO energy (spin up / spin down): -8.19 / -8.19 eV
HOMO-LUMO gap (spin up / spin down): 8.49 / 8.49 eV

Geometry as XYZ:
```
17
C5H9N3 ωB97M-V with the def2-TZVPD basis set
C -0.88 2.07 -0.23
C -0.09 -1.90 0.36
N 1.43 0.73 0.20
C -0.33 0.72 -0.05
C -0.49 -0.51 0.19
N 2.35 -0.06 -0.40
C -2.50 -0.49 -0.06
N -3.30 -1.29 -0.31
H 1.61 0.85 1.20
H 2.67 -0.90 0.07
H 2.67 0.31 -1.28
H -0.16 2.86 -0.02
H -1.24 2.17 -1.25
H -1.73 2.24 0.43
H -0.84 -2.53 -0.13
H 0.86 -2.10 -0.13
H -0.05 -2.18 1.42
```

The following is a quantum chemistry calculation of C4H3NO in the gas phase at a distorted geometry, from the Open Molecules 2025 dataset.

HOMO energy: -10.24 eV
HOMO-LUMO gap: 9.54 eV
SMILES: N#C/C=C\C=O

Geometry as XYZ:
```
9
C4H3NO ωB97M-V with the def2-TZVPD basis set
C -0.78 -0.53 1.04
C 0.06 -0.94 -0.20
C 0.70 0.08 -0.82
C 0.51 1.46 -0.32
H -1.11 -1.23 1.87
H 0.14 -1.86 -0.67
H 1.47 -0.16 -1.56
N 0.21 2.60 -0.52
O -1.21 0.59 1.16
```

The following is a quantum chemistry calculation of C3H9N in the gas phase at a distorted geometry, from the Open Molecules 2025 dataset.

HOMO energy: -9.35 eV
HOMO-LUMO gap: 10.56 eV
SMILES: CCCN

Geometry as XYZ:
```
13
C3H9N ωB97M-V with the def2-TZVPD basis set
C 0.02 -0.67 0.67
C -0.29 0.46 -0.30
C 0.94 1.35 -0.47
N -0.96 -1.80 0.63
H -0.03 -0.31 1.70
H 0.95 -1.15 0.37
H -1.19 1.01 -0.05
H -0.43 -0.04 -1.27
H 1.62 0.97 -1.23
H 1.46 1.51 0.48
H 0.61 2.35 -0.78
H -1.89 -1.41 0.52
H -0.81 -2.27 -0.27
```

The following is a quantum chemistry calculation of a molecular structure, C30H52BrN3OP2Pd at a distorted geometry, from the Open Molecules 2025 dataset.

HOMO energy (spin up / spin down): -5.58 / -5.58 eV
HOMO-LUMO gap (spin up / spin down): 5.47 / 5.46 eV

Geometry as XYZ:
```
90
C30H52BrN3OP2Pd ωB97M-V with the def2-TZVPD basis set
N -7.24 5.73 -6.13
C -6.85 6.30 -4.98
C -6.08 5.64 -4.01
C -5.68 4.30 -4.22
C -6.10 3.71 -5.43
C -6.86 4.46 -6.34
C -4.88 3.62 -3.20
Pd 0.01 -0.01 0.78
P 6.22 -0.95 -0.28
C -3.67 3.02 -3.40
C -2.86 2.33 -2.40
C -1.74 1.57 -2.83
C -0.92 0.89 -1.92
C -1.17 0.94 -0.53
C -2.29 1.70 -0.10
C -3.11 2.38 -1.01
Br 1.50 -1.21 2.46
H -5.32 3.61 -2.20
H -3.24 3.03 -4.41
H -5.80 6.16 -3.08
H -5.83 2.68 -5.68
H -7.16 7.34 -4.81
H -7.18 4.00 -7.28
H -1.52 1.51 -3.91
H -3.96 2.95 -0.63
H -0.07 0.32 -2.30
H -2.52 1.77 0.97
P -0.45 -2.06 -0.23
C 5.63 0.83 -0.14
C 6.68 1.85 -0.60
H 5.30 1.04 0.90
H 4.73 0.91 -0.78
H 6.50 2.84 -0.12
H 7.70 1.53 -0.32
H 6.65 1.99 -1.69
C 5.35 -1.37 -1.89
C 5.99 -2.53 -2.66
H 5.39 -0.45 -2.50
H 4.28 -1.58 -1.69
H 5.70 -2.50 -3.73
H 7.09 -2.49 -2.61
H 5.67 -3.51 -2.27
C 5.05 -1.74 0.97
C 5.72 -2.11 2.31
H 4.56 -2.61 0.51
H 4.26 -0.99 1.16
H 5.15 -2.90 2.82
H 6.75 -2.47 2.16
H 5.77 -1.23 2.98
C -0.39 -3.44 1.00
C -1.54 -4.45 1.04
H -0.32 -2.92 1.97
H 0.59 -3.94 0.84
H -2.47 -3.98 1.40
H -1.74 -4.92 0.06
H -1.29 -5.27 1.75
C 0.66 -2.54 -1.64
C 0.10 -2.54 -3.07
H 1.02 -3.56 -1.38
H 1.55 -1.90 -1.55
H -0.38 -3.50 -3.32
H -0.64 -1.74 -3.23
H 0.92 -2.39 -3.79
C -2.18 -1.95 -0.91
C -3.32 -1.47 -0.01
H -2.39 -2.98 -1.27
H -2.08 -1.34 -1.83
H -4.07 -0.89 -0.58
H -3.84 -2.30 0.49
H -2.91 -0.80 0.77
C 1.41 1.98 3.80
N 0.74 1.01 4.67
C 0.83 1.24 6.10
C 0.01 -0.01 4.05
O 0.01 -0.01 2.78
N -0.73 -0.98 4.73
C -0.69 -1.23 6.16
C -1.63 -1.87 3.99
H 1.93 2.79 4.37
H 0.67 2.48 3.14
H 2.18 1.48 3.18
H -0.17 1.48 6.52
H 1.33 0.40 6.61
H 1.45 2.13 6.35
H -1.11 -0.39 6.73
H -1.33 -2.10 6.44
H 0.33 -1.51 6.48
H -1.72 -1.59 2.92
H -1.29 -2.92 4.09
H -2.65 -1.78 4.40
```

The following is a quantum chemistry calculation of a molecular structure, C21H28IrN4O4PSi, from the Open Molecules 2025 dataset.

HOMO energy (spin up / spin down): -16.15 / -17.22 eV
2S+1: 6
<S²>: 8.81
HOMO-LUMO gap (spin up / spin down): 7.26 / 5.55 eV
net charge: +3

Geometry as XYZ:
```
60
C21H28IrN4O4PSi ωB97M-V with the def2-TZVPD basis set
Ir -0.25 0.70 0.54
O 1.72 -0.35 0.44
C 2.52 -0.50 1.36
C 2.27 -0.28 2.80
C 3.35 -0.39 3.62
C 3.20 -0.23 5.02
C 1.97 -0.02 5.63
C 0.86 0.08 4.84
C 0.96 -0.01 3.39
O -0.09 0.13 2.71
N 4.42 -0.28 5.85
O 4.27 -0.31 7.04
O 5.47 -0.33 5.24
H 3.53 -0.83 1.11
H 4.34 -0.60 3.23
H 1.92 0.06 6.71
H -0.12 0.25 5.26
C -4.88 -2.01 0.60
N -3.61 -2.90 0.50
C -3.47 -3.35 -0.98
N -3.44 -2.22 -1.84
C -4.66 -1.42 -1.69
N -4.80 -0.93 -0.31
C -3.80 0.08 0.04
P -2.10 -0.64 -0.08
C -2.39 -2.15 0.95
C -2.22 -1.42 -1.75
H -4.95 -1.68 1.64
H -5.71 -2.67 0.36
H -3.73 -3.72 1.08
H -4.33 -3.98 -1.18
H -2.56 -3.94 -1.05
H -5.52 -2.03 -1.94
H -4.62 -0.57 -2.37
H -3.98 0.45 1.05
H -3.89 0.93 -0.64
H -2.52 -1.87 2.00
H -1.53 -2.82 0.88
H -1.34 -2.05 -1.92
H -2.23 -0.65 -2.51
C -0.04 4.08 1.61
Si 0.00 3.07 0.06
C -1.23 3.67 -1.22
C 1.59 3.54 -0.88
C 2.46 2.60 -1.52
C 3.68 2.99 -1.98
C 4.04 4.37 -1.92
C 3.17 5.34 -1.35
C 1.95 4.94 -0.91
H -0.22 5.13 1.37
H 0.91 4.01 2.15
H -0.83 3.76 2.28
H -1.15 4.75 -1.31
H -2.25 3.44 -0.91
H -1.06 3.22 -2.20
H 2.17 1.56 -1.60
H 4.37 2.27 -2.40
H 4.97 4.69 -2.37
H 3.47 6.37 -1.32
H 1.26 5.69 -0.53
```

The following is a quantum chemistry calculation of a molecular structure, C25H28BClN8O3Tl at a distorted geometry, from the Open Molecules 2025 dataset.

HOMO energy (spin up / spin down): -13.29 / -13.29 eV
2S+1: 2
<S²>: 0.77
HOMO-LUMO gap (spin up / spin down): 5.83 / 4.00 eV
net charge: +2

Geometry as XYZ:
```
67
C25H28BClN8O3Tl ωB97M-V with the def2-TZVPD basis set
Tl -0.71 -0.08 0.42
C 2.12 -1.68 -1.63
C 2.46 -0.78 -0.51
C 3.72 -0.33 -0.11
C 3.49 0.47 0.99
N 2.17 0.51 1.24
N 1.55 -0.26 0.31
B 1.46 1.36 2.33
N 0.52 0.49 3.20
C 0.44 0.42 4.54
C -0.63 -0.36 4.89
C -1.21 -0.77 3.68
C -2.38 -1.64 3.44
N -0.50 -0.24 2.69
N 0.60 2.43 1.63
C 0.55 3.75 1.87
C -0.35 4.33 1.00
C -0.85 3.27 0.23
C -1.87 3.31 -0.84
N -0.26 2.14 0.63
N 2.56 2.00 3.16
C 3.39 3.01 2.77
C 4.41 3.10 3.68
C 4.13 2.08 4.63
C 4.91 1.69 5.82
N 3.02 1.44 4.28
H 2.56 -2.66 -1.47
H 2.52 -1.29 -2.56
H 1.04 -1.79 -1.71
H 4.66 -0.56 -0.57
H 4.20 1.01 1.59
H 1.17 0.92 5.16
H -0.97 -0.63 5.87
H -3.26 -1.23 3.93
H -2.21 -2.63 3.86
H -2.57 -1.74 2.37
H 1.12 4.22 2.65
H -0.60 5.36 0.92
H -1.51 3.89 -1.68
H -2.77 3.80 -0.46
H -2.13 2.31 -1.16
H 3.23 3.55 1.86
H 5.22 3.79 3.70
H 4.99 2.52 6.52
H 5.93 1.43 5.53
H 4.44 0.85 6.31
C -4.93 -3.28 -5.61
C -3.46 -3.27 -5.45
C -2.65 -4.08 -6.23
C -1.26 -4.04 -6.13
Cl -0.30 -5.05 -7.10
C -0.65 -3.14 -5.23
C -1.43 -2.31 -4.47
C -2.83 -2.39 -4.52
O -3.66 -1.70 -3.72
C -3.32 -0.54 -3.04
C -2.45 -0.61 -1.74
O -1.45 -1.33 -1.67
O -2.79 0.18 -0.85
H -5.23 -3.95 -6.41
H -5.31 -2.28 -5.82
H -5.42 -3.61 -4.69
H -3.11 -4.74 -6.95
H 0.42 -3.11 -5.15
H -0.95 -1.62 -3.79
H -4.28 -0.09 -2.75
H -2.77 0.16 -3.68
```